*1*
DFT (ωB97M-V/def2-TZVPD) results for an isolated molecule of C2H2O2.

Calculated values
Gap between HOMO and LUMO ... 9.549 eV
LUMO ... -0.0391 hartree
SMILES string ... O=CC=O
Highest occupied orbital energy ... -10.61 eV

```
6
Properties=species:S:1:pos:R:3:nbo_charge:R:1
H 0.634 1.678 0.028 0.160
O 1.463 -0.302 -0.007 -0.464
H -0.114 -1.454 -0.129 0.148
O -1.819 0.025 -0.034 -0.452
C -0.673 -0.380 0.132 0.304
C 0.509 0.432 0.012 0.303
```

---

*2*
DFT (ωB97M-V/def2-TZVPD) results for a cluster of 2 separate species, C2H2O2 in total.

Calculated values
Gap between HOMO and LUMO (alpha / beta) ... 7.117 / 7.126 eV
LUMO (alpha / beta) ... -0.1037 / -0.1035 hartree
Highest occupied orbital energy (alpha / beta) ... -9.94 / -9.94 eV

```
6
Properties=species:S:1:pos:R:3:nbo_charge:R:1
C 0.592 -0.201 0.016 0.350
O -0.494 -0.728 -0.086 -0.285
O -1.975 0.419 0.130 -0.497
C 1.740 0.228 0.045 -0.259
H 2.754 0.483 0.119 0.241
H -2.617 -0.201 -0.225 0.449
```

---

*3*
DFT (ωB97M-V/def2-TZVPD) results for an isolated molecule of C2H2O2.

Calculated values
Gap between HOMO and LUMO ... 9.484 eV
LUMO ... -0.0291 hartree
SMILES string ... O=CC=O
Highest occupied orbital energy ... -10.27 eV

```
6
Properties=species:S:1:pos:R:3:nbo_charge:R:1
O 1.450 -0.928 0.101 -0.451
H 1.266 0.904 -0.522 0.139
C -0.770 0.021 0.104 0.328
H -1.176 0.899 0.609 0.123
C 0.707 0.026 -0.171 0.297
O -1.477 -0.921 -0.120 -0.436
```

---

What is the stability order? It is *3*, *1*, *2*, from most stable to least stable.

---

*1*
DFT (ωB97M-V/def2-TZVPD) results for an isolated molecule of C23H32N2O3.

Calculated values
Gap between HOMO and LUMO ... 8.711 eV
LUMO ... 0.0257 hartree
SMILES string ... COc1ccc(CN2CCN(CCCc3ccccc3)[C@@H](CCO)C2)c(O)c1
Highest occupied orbital energy ... -8.01 eV

```
60
Properties=species:S:1:pos:R:3:nbo_charge:R:1
O -6.258 0.546 -1.139 -0.493
C 1.668 -0.580 2.109 -0.214
C 4.768 -0.482 -0.664 -0.424
C -3.231 0.125 0.923 0.413
H 0.692 -3.213 0.338 0.208
C -1.024 -2.682 -0.815 -0.057
H 3.283 -1.810 -1.498 0.198
C -2.569 1.319 0.622 -0.182
H 3.252 0.363 -2.739 0.200
C -1.254 1.643 1.285 -0.233
C -3.167 2.197 -0.270 -0.156
C 2.472 2.211 -2.007 -0.223
H -0.064 -2.228 -2.446 0.459
N 2.053 -0.906 0.752 -0.465
C 3.157 2.840 0.197 -0.201
H -1.434 1.910 2.334 0.207
H -7.890 -0.568 -1.439 0.199
C 2.439 3.111 -0.955 -0.241
C -5.055 0.735 -0.529 0.331
H -0.478 -2.191 1.186 0.216
H -1.763 -0.532 1.911 0.505
C 0.075 0.182 -0.080 -0.246
H 5.398 -0.441 0.227 0.204
H 4.608 -2.624 -0.673 0.212
N -0.359 0.488 1.274 -0.477
H 5.425 -0.530 -1.537 0.218
C -4.467 -0.162 0.350 -0.387
H 0.480 0.896 3.135 0.201
C 3.219 1.051 -1.905 -0.186
C 3.899 1.676 0.297 -0.220
H 1.284 -1.230 -1.125 0.196
H 1.916 2.417 -2.911 0.214
C 3.103 -1.900 0.655 -0.206
O -2.700 -0.789 1.769 -0.713
H 2.717 -2.930 0.719 0.174
C 0.895 -1.111 -0.107 -0.042
H 1.860 4.020 -1.035 0.214
C 0.809 0.682 2.114 -0.226
H -1.567 -3.575 -0.496 0.184
H 1.122 -1.399 2.606 0.169
H 0.700 0.997 -0.478 0.204
H -0.792 2.515 0.793 0.186
H 4.457 1.474 1.199 0.207
C 3.938 0.765 -0.750 0.010
C 0.036 -2.346 0.239 -0.459
C -6.972 -0.634 -0.858 -0.252
H -2.663 3.121 -0.516 0.208
H -6.412 -1.524 -1.165 0.177
H 3.769 -1.755 1.510 0.194
C -4.391 1.922 -0.842 -0.300
O -0.487 -3.010 -2.076 -0.717
H 2.574 -0.382 2.687 0.204
C 3.932 -1.767 -0.624 -0.390
H -1.748 -1.863 -0.906 0.161
H 3.143 3.542 1.020 0.212
H -4.931 -1.096 0.620 0.226
H -7.220 -0.710 0.205 0.177
H -4.854 2.607 -1.532 0.222
H -0.810 0.088 -0.712 0.214
H 1.417 1.526 1.752 0.186
```

---

*2*
DFT (ωB97M-V/def2-TZVPD) results for an isolated molecule of C23H32N2O3.

Calculated values
Gap between HOMO and LUMO ... 8.910 eV
LUMO ... 0.0264 hartree
SMILES string ... COc1cc(CN2CCN(CCc3ccccc3)[C@H](CCO)C2)cc(OC)c1
Highest occupied orbital energy ... -8.19 eV

```
60
Properties=species:S:1:pos:R:3:nbo_charge:R:1
H -3.590 -1.720 2.274 0.208
H -0.999 -2.034 -2.098 0.467
C 3.573 -0.803 0.287 -0.399
C -2.849 -1.562 -2.500 -0.059
C 3.549 0.584 0.445 0.414
C 0.208 -1.212 1.948 -0.208
O 4.281 1.054 1.497 -0.511
H -2.210 3.237 -0.844 0.170
H -2.350 1.757 2.755 0.203
C -3.042 -0.694 -1.249 -0.444
C -2.312 0.656 -1.282 -0.025
C -1.694 -2.664 1.983 -0.197
C -1.674 2.613 -0.105 -0.219
N -2.272 1.305 0.019 -0.476
C -2.523 -1.574 2.184 -0.264
H 4.598 -3.398 -0.146 0.178
H 4.155 -1.373 0.991 0.232
H 3.305 2.831 1.942 0.175
H -0.201 0.865 2.235 0.205
H -3.738 -2.178 -2.658 0.183
C 1.190 1.625 -2.327 -0.233
C -0.220 2.464 -0.539 -0.220
C -2.899 0.908 2.345 -0.444
H 1.593 2.636 -2.427 0.202
H 3.333 -4.598 -0.509 0.202
H 0.327 1.927 0.252 0.177
N -0.167 1.754 -1.800 -0.436
H 3.151 -3.514 0.893 0.175
H -2.721 -0.924 -3.388 0.153
O -1.796 -2.488 -2.393 -0.717
C 4.306 2.440 1.730 -0.252
C -1.998 -0.290 2.263 0.094
H 4.939 2.581 2.605 0.201
H 1.616 -1.071 -2.441 0.219
H 0.230 3.451 -0.677 0.195
C 2.812 1.373 -0.424 -0.374
H -3.953 2.203 0.947 0.181
C 2.874 -1.391 -0.753 0.339
H -1.708 3.117 0.863 0.200
H -0.785 0.012 -2.681 0.195
H -4.112 -0.512 -1.144 0.208
C 2.139 -0.589 -1.629 -0.294
H -4.094 0.474 0.614 0.202
H 2.787 2.446 -0.317 0.217
H -3.760 0.709 2.986 0.213
H -2.701 -1.262 -0.381 0.230
C -3.400 1.252 0.923 -0.201
H -2.117 -3.656 1.916 0.212
H 1.109 1.185 -3.325 0.205
H 1.274 -1.060 1.849 0.217
O 2.829 -2.728 -1.000 -0.491
H 4.735 2.984 0.882 0.177
H -2.802 1.307 -2.034 0.165
H -0.366 -0.176 -0.942 0.187
C -0.844 0.475 -1.695 -0.242
C -0.327 -2.484 1.851 -0.231
C -0.623 -0.126 2.157 -0.234
H 0.315 -3.334 1.673 0.210
C 2.096 0.782 -1.463 0.016
C 3.521 -3.593 -0.134 -0.252
```

---

What is the stability order? It is *1*, *2*, from most stable to least stable.

---

*1*
DFT (ωB97M-V/def2-TZVPD) results for a cluster of 2 separate species, BrH2OPS in total.

Calculated values
Gap between HOMO and LUMO (alpha / beta) ... 7.518 / 7.964 eV
LUMO (alpha / beta) ... -0.0556 / -0.0575 hartree
Highest occupied orbital energy (alpha / beta) ... -9.03 / -9.53 eV

```
6
Properties=species:S:1:pos:R:3:nbo_charge:R:1
H 0.634 -2.356 -0.166 0.433
O 1.027 -1.542 -0.655 -0.931
H 1.057 2.262 0.542 0.184
Br -2.402 -0.286 -0.044 -0.158
P -0.384 0.153 0.707 0.695
S 0.068 1.768 -0.384 -0.223
```

---

*2*
DFT (ωB97M-V/def2-TZVPD) results for a structure of composition BrH2OPS.

Calculated values
Gap between HOMO and LUMO ... 8.120 eV
LUMO ... -0.0498 hartree
Highest occupied orbital energy ... -9.47 eV

```
6
Properties=species:S:1:pos:R:3:nbo_charge:R:1
S -0.714 -0.653 -0.202 -0.309
P -0.047 1.056 0.780 1.135
H 1.676 0.516 -0.230 0.518
H -1.684 -0.989 0.672 0.175
Br 1.324 -0.239 2.907 -0.529
O 1.168 1.372 -0.169 -0.989
```

---

What is the stability order? It is *2*, *1*, from most stable to least stable.